# C2H10N2O2

A cluster of 3 separate species, C2H10N2O2 in total at a distorted geometry (ωB97M-V with the def2-TZVPD basis set, the Open Molecules 2025 dataset).

Structure (XYZ):
```
16
Properties=species:S:1:pos:R:3:forces:R:3:mulliken_charge:R:1
C 1.538645 1.483835 1.172796 1.2 1.3 0.7 -0.3844
C 2.496425 0.601248 1.475815 -1.0 -1.0 -1.1 -0.2285
N 3.799777 0.669128 0.910884 0.8 0.1 -0.5 -0.5110
N 0.312947 1.727967 1.776493 -0.5 -0.2 -0.2 -0.6357
H 1.835726 2.305553 0.516662 0.0 -0.1 0.0 0.1143
H 2.189259 -0.386056 1.798203 0.1 0.1 0.9 0.2558
H 4.334805 -0.182196 0.986773 -0.2 -0.2 0.4 0.2598
H 3.828037 0.868903 -0.082036 -0.3 0.3 0.0 0.1970
H -0.024035 2.658574 1.599782 -0.1 -0.1 0.0 0.4609
H 0.164220 1.464510 2.737524 0.2 -0.3 -0.1 0.2351
H -3.660412 -2.544912 -0.163028 0.0 0.1 0.0 0.6673
H -2.337640 -2.173900 -0.816663 -0.1 -0.1 0.0 0.4294
O -2.979825 -2.911877 -0.749308 0.1 0.0 -0.1 -1.5489
H -3.572312 -1.669530 -3.436174 0.1 0.6 0.3 0.4422
H -3.536743 -0.214491 -2.886205 0.1 -0.4 -0.1 0.5835
O -3.519022 -0.735651 -3.709043 -0.2 -0.1 -0.1 -1.3367
```
Positions in Å, forces in eV/Å.

Output
ΔE to the lowest compared entry with this formula, charge and spin in kcal/mol: 21.7
Lowest unoccupied orbital energy (alpha / beta) in eV: 3.538 / 3.494
Charge: -1
Molecular weight in g/mol: 94.1
E in Ha: -342.10787
HOMO level (alpha / beta) in eV: 0.938 / -4.664
Multiplicity: 2
Orbital gap (alpha / beta) in eV: 2.5996 / 8.1581